<1>
C2H11N2O | ωB97M-V/def2-TZVPD

Calculated values
- LUMO level (spin up / spin down): -14.06 / -13.31 eV
- E_HOMO (spin up / spin down): -14.9 / -14.9 eV
- Total charge: +2
- Multiplicity: 2
- ⟨S²⟩: 1.753

The geometry in XYZ format:
```
16
Properties=species:S:1:pos:R:3:lowdin_charge:R:1
C -0.44 -5.33 -0.88 -0.14
N -0.41 -5.85 -2.23 0.30
C 0.38 -4.03 -0.82 -0.11
N 1.77 -4.38 -0.55 0.33
H -4.29 35.94 9.17 0.00
H -1.47 -5.16 -0.57 0.15
H 0.65 -6.11 -2.53 0.07
H -0.07 -6.06 -0.10 0.20
H 0.03 -3.37 0.02 0.18
H 0.23 -3.48 -1.77 0.18
H -1.08 -6.59 -2.42 0.17
H 2.40 -3.57 -0.48 0.19
H -4.47 35.85 9.94 0.00
H 2.57 -6.64 -3.08 0.17
H 2.16 -5.07 -1.28 0.10
O 2.03 -6.15 -2.43 0.21
```

<2>
C2H11N2O | ωB97M-V/def2-TZVPD

Calculated values
- LUMO level (spin up / spin down): -7.80 / -13.97 eV
- E_HOMO (spin up / spin down): -19.6 / -19.6 eV
- Total charge: +2
- Multiplicity: 2
- ⟨S²⟩: 0.754

The geometry in XYZ format:
```
16
Properties=species:S:1:pos:R:3:lowdin_charge:R:1
N 0.95 0.06 0.86 0.23
C -0.14 -0.51 -0.01 -0.18
C -1.48 -0.26 0.43 -0.12
N -1.88 1.15 0.63 0.41
H 1.48 -0.69 1.27 0.19
H 0.47 0.70 1.54 0.19
H 1.49 0.71 0.31 0.14
H 0.21 -1.54 -0.32 0.18
H 0.02 -0.16 -1.05 0.14
H -1.49 -0.70 1.50 0.22
H -2.14 -0.65 -0.32 0.18
H -1.87 1.90 -0.08 0.21
H -2.76 0.93 0.86 0.11
H 3.03 0.02 -2.21 0.15
H 1.88 -0.90 -1.82 0.02
O 2.23 -0.07 -1.57 -0.06
```

Which structure above is the least stable one? <1> is the least stable one.